Density functional theory data (wB97M-V/def2-TZVPD) for a cluster of 14 separate species, C42H112O14 in total in a non-equilibrium geometry.

- HOMO level (eV) = -9.45
- energy (Eh) = -2720.73916
- relative energy (zero: lowest compared OMol25 entry of this formula, charge and spin) (kcal per mole) = 31.5
- Kohn-Sham gap (eV) = 9.82
- total charge = 0

Atoms and positions in Å:
O1 -3.2290 2.7314 5.0624
O2 -3.3432 3.1903 -5.4861
O3 3.7677 4.6694 -2.5656
O4 2.9729 -1.5372 4.4110
O5 -1.4880 -3.5123 -0.4021
O6 -1.0044 -4.1992 2.3275
O7 5.7267 -3.6564 -2.8089
O8 3.5397 1.0066 3.4666
O9 2.3334 3.3223 4.4754
O10 1.4731 -5.4747 2.7030
O11 -2.1090 -2.3874 -6.6602
O12 0.5939 7.2703 -0.8478
O13 -3.9264 -0.4505 -2.2187
O14 -1.3080 -0.9029 -1.0835
C1 -2.0498 1.0282 3.8079
C2 4.7468 -2.7481 -3.3279
C3 -5.5364 1.1541 -1.3302
C4 -2.6863 4.0698 -4.5511
C5 -1.6587 3.2417 -3.8073
C6 -1.7554 7.0827 -1.0589
C7 0.5513 2.0169 5.3914
C8 -2.2137 -3.9466 3.0184
C9 -0.3335 5.0533 -0.5596
C10 3.4527 -2.8340 -2.5361
C11 0.9215 3.1325 4.4202
C12 -3.7299 4.6104 -3.5852
C13 -2.5824 -5.6323 -0.7602
C14 -2.1676 -1.2824 -5.7547
C15 0.4806 2.8983 2.9841
C16 -1.8906 0.0029 -6.5131
C17 0.9557 -0.4329 -0.4788
C18 1.1775 -6.8960 0.7552
C19 1.7383 -2.1977 4.0156
C20 -2.1557 -4.6264 4.3664
C21 5.1161 2.3631 2.2345
C22 3.8031 3.2427 -2.5227
C23 1.1215 -1.3926 2.8970
C24 -1.1824 -1.4361 -4.5989
C25 -2.8486 3.1413 2.7203
C26 -0.5387 6.5469 -0.3344
C27 0.8250 -2.2969 5.2256
C28 1.9503 -5.7310 1.3862
C29 -2.3729 -2.4284 3.1644
C30 5.3519 -1.3442 -3.2993
C31 -0.8145 1.4041 -0.6375
C32 3.9696 0.4014 1.1783
C33 -4.5430 -0.6594 0.0516
C34 1.8718 -4.4425 0.5632
C35 -0.4896 -0.0505 -0.2732
C36 -2.3039 2.5207 4.0024
C37 2.7253 2.7567 -1.5602
C38 -0.6168 -4.9208 -2.2068
C39 -1.8303 -4.4653 -1.3861
C40 5.1823 2.7335 -2.1502
C41 4.5548 0.9645 2.4513
C42 -5.0482 -0.2883 -1.3486
H1 0.1244 4.8807 -1.5315
H2 -2.6595 6.5965 -0.6853
H3 1.2548 -7.7481 1.4303
H4 -2.7868 -6.3742 -1.5299
H5 -1.6681 6.8902 -2.1304
H6 1.5705 -7.2328 -0.2081
H7 2.9392 -3.7945 -2.5591
H8 5.3529 -4.5409 -2.8708
H9 0.9035 -3.9508 0.5963
H10 5.8685 2.8078 -2.9966
H11 -1.5954 -2.0814 3.8563
H12 -4.7845 1.8009 -0.8774
H13 3.5144 2.8921 -3.5209
H14 6.3184 -1.3636 -3.8041
H15 -2.2941 -3.1675 -6.1240
H16 -1.9469 0.7956 -5.7695
H17 -1.3169 -2.6399 -0.8002
H18 -2.1893 -1.9043 2.2251
H19 4.7124 0.4431 0.3759
H20 4.6307 -3.0339 -4.3813
H21 -3.3251 -2.1372 3.6117
H22 -2.2337 2.7587 1.9043
H23 -0.4777 1.5439 -1.6680
H24 -1.2205 0.7382 3.1600
H25 2.7454 -2.1022 -2.9409
H26 -4.4631 3.8570 -3.2992
H27 2.9828 -6.0492 1.5295
H28 5.5689 -1.0889 -2.2602
H29 1.0870 -1.5056 -0.3200
H30 1.8687 -3.2601 3.7727
H31 0.8800 2.0131 2.4914
H32 -0.1005 -4.0732 -2.6681
H33 1.3661 6.9318 -0.3777
H34 3.0891 1.0045 0.9518
H35 0.1377 -6.6218 0.5693
H36 -1.3516 -2.3407 -4.0139
H37 -0.9394 -0.0210 -7.0423
H38 0.4776 -1.3049 5.5335
H39 2.2409 -4.7226 -0.4274
H40 -6.4330 1.2387 -0.7102
H41 5.3139 0.3065 2.8883
H42 -4.0270 -1.6191 0.0352
H43 -3.8685 0.1156 0.4145
H44 -1.1083 2.6688 -4.5576
H45 -5.8185 1.5218 -2.3192
H46 3.6751 -0.6506 1.1995
H47 -3.8478 2.7311 2.5647
H48 3.0825 2.7724 -0.5279
H49 -5.8482 -0.9677 -1.6596
H50 4.4727 4.9948 -3.1326
H51 -2.9582 0.5307 3.4486
H52 -0.6168 6.7526 0.7411
H53 5.9507 2.3581 1.5386
H54 -2.4809 -3.9514 -2.1095
H55 -4.3337 5.4012 -4.0502
H56 -3.7975 3.7572 -6.1182
H57 0.7100 -0.4533 3.2599
H58 0.5524 -5.1525 2.6531
H59 2.5614 1.6916 -1.7469
H60 1.1471 1.1237 5.1949
H61 3.6582 -2.5257 -1.5092
H62 -0.4984 1.7324 5.2723
H63 -1.3077 4.5643 -0.4675
H64 -0.7905 -0.2610 0.7635
H65 0.4770 4.0553 4.8025
H66 -3.0086 -4.4117 5.0068
H67 1.3053 -2.7716 6.0809
H68 -3.1466 -1.2499 -5.2572
H69 3.4043 -2.1852 4.9807
H70 -1.0066 3.8902 -3.2292
H71 -5.3976 -0.7146 0.7276
H72 0.0926 -5.4318 -1.5540
H73 -3.5081 -5.2672 -0.3182
H74 -1.9940 -5.7042 4.2953
H75 0.2697 -1.9567 2.4916
H76 5.5774 3.3936 -1.3749
H77 1.5326 0.1224 0.2611
H78 -0.9163 -5.5270 -3.0636
H79 -1.3634 2.9794 4.3358
H80 0.3198 4.6240 0.2038
H81 2.7568 2.5165 4.0980
H82 -0.3795 2.1739 -0.0053
H83 -0.1469 -1.3360 -4.9363
H84 4.6963 -0.6396 -3.8055
H85 -1.9575 -6.0832 0.0128
H86 -0.6179 2.8074 2.9942
H87 4.3217 2.9977 1.8304
H88 -3.2912 5.0828 -2.7056
H89 -1.9063 1.4652 -0.6639
H90 0.6215 3.7969 2.3812
H91 5.1376 1.7036 -1.7981
H92 -2.8114 2.4984 5.8957
H93 -2.1523 -0.4546 -1.2500
H94 -2.2038 4.8540 -5.1451
H95 -1.8974 8.1562 -0.9385
H96 -1.0429 -3.7338 1.4723
H97 -1.2534 -4.2966 4.8943
H98 5.3814 2.7982 3.1977
H99 -4.2130 -0.2416 -3.1167
H100 2.5931 -3.7215 0.9583
H101 -3.0823 -4.2646 2.4231
H102 1.3207 -0.1933 -1.4788
H103 -0.0724 -2.8560 4.9450
H104 -2.1502 2.5131 -3.1593
H105 -1.9100 0.4949 4.7555
H106 -1.2873 -0.5834 -3.9203
H107 0.7881 2.2960 6.4168
H108 1.7403 -1.3263 2.0048
H109 1.7949 3.3079 -1.6729
H110 -2.8782 4.2258 2.7759
H111 -2.6628 0.1481 -7.2701
H112 3.3101 0.0904 3.7288